An isolated ion of composition C10H12Cl2N3 and charge +1, computed with ωB97M-V/def2-TZVPD.

Last column: Löwdin charge in e.
Atoms and positions in Å:
C 1.2045 -2.0217 0.2029  -0.01
N 0.5132 -0.7467 0.1123  -0.07
C 1.1175 0.3243 -0.3802  -0.35
N 2.3722 0.3514 -0.8286  0.13
C 2.7464 1.6683 -1.3181  -0.09
C 1.4907 2.5126 -1.0247  -0.09
N 0.5722 1.5369 -0.4641  0.12
C -0.8640 -0.7026 0.4706  -0.29
C -1.8517 -0.5907 -0.5101  -0.58
Cl -1.3802 -0.4463 -2.1681  0.76
C -3.1932 -0.5995 -0.1619  -0.08
C -3.5511 -0.7246 1.1702  -0.04
C -2.5868 -0.8298 2.1575  -0.07
C -1.2446 -0.8162 1.8087  -0.58
Cl -0.0224 -0.9253 3.0213  0.77
H 1.4650 -2.3924 -0.7902  0.11
H 0.5391 -2.7401 0.6733  0.10
H 2.1029 -1.9317 0.8138  0.10
H 2.9826 -0.4417 -0.9060  0.16
H 2.9747 1.6269 -2.3863  0.13
H 3.6276 2.0366 -0.7882  0.13
H 1.6880 3.3082 -0.3020  0.13
H 1.0710 2.9592 -1.9287  0.13
H -0.3633 1.7657 -0.1793  0.16
H -3.9467 -0.5185 -0.9284  0.12
H -4.5946 -0.7401 1.4407  0.12
H -2.8689 -0.9220 3.1938  0.12

Values from the calculation:
Energy above the lowest of the compared OMol25 structures with the same formula, charge and spin (eV): 0.000
HOMO-LUMO gap (eV): 10.17
SMILES: C[N+](=C1NCCN1)c1c(Cl)cccc1Cl
HOMO (Eh): -0.4658
Total charge: +1
LUMO energy (eV): -2.50
Total energy (eV): -40074.810

=====

An isolated molecule of C10H12ClN, computed with ωB97M-V/def2-TZVPD.

Last column: Löwdin charge in e.
Atoms and positions in Å:
Cl -0.9074 0.1977 4.6428  0.65
C -0.8486 -0.0759 2.9258  -0.67
C -1.8667 -0.7791 2.2827  -0.11
C -1.7818 -0.9788 0.9129  -0.05
C -0.7472 -0.4589 0.1434  -0.19
C 0.2515 0.2856 0.7920  -0.16
C 0.1840 0.4826 2.1811  -0.07
C 1.4487 0.8859 0.0796  -0.14
C 1.1807 1.3988 -1.3456  -0.23
N 1.3218 0.3264 -2.3363  -0.09
C 0.6137 -0.9115 -1.9928  -0.22
C -0.7711 -0.7509 -1.3267  -0.14
H -2.6895 -1.2100 2.8421  0.10
H -2.6080 -1.5611 0.4840  0.12
H 0.9610 1.0235 2.7244  0.11
H 1.7468 1.7614 0.6920  0.12
H 2.2817 0.1954 0.0825  0.12
H 1.9073 2.2085 -1.5727  0.11
H 0.1735 1.9302 -1.3321  0.13
H 0.9831 0.6180 -3.2674  0.11
H 0.5765 -1.4617 -2.9480  0.11
H 1.2949 -1.5136 -1.3496  0.12
H -1.3166 0.0526 -1.8757  0.13
H -1.3881 -1.6653 -1.4383  0.12

Values from the calculation:
Energy above the lowest of the compared OMol25 structures with the same formula, charge and spin (eV): 0.000
HOMO-LUMO gap (eV): 9.71
SMILES: Clc1ccc2c(c1)CCNCC2
HOMO (Eh): -0.3247
LUMO energy (eV): 0.88
Total energy (eV): -24577.259

=====

C10H12ClNPPd as an isolated structure, computed with ωB97M-V/def2-TZVPD.

Last column: Löwdin charge in e.
Atoms and positions in Å:
C 1.9641 -0.1063 -2.2929  -0.25
C 3.1745 0.2276 -1.5991  -0.21
C 3.0878 1.6019 -1.2557  -0.22
C 1.9815 2.1946 -1.9270  -0.22
C 1.2145 1.1227 -2.4885  -0.25
Pd -1.1206 -1.0928 -1.0416  0.45
P -0.7023 -3.2803 -1.0386  0.58
H 1.6494 -1.1046 -2.6019  0.02
H 3.9902 -0.4442 -1.3520  0.05
H 3.8303 2.1651 -0.6776  0.06
H 0.2369 1.1863 -2.9653  0.03
H 1.7081 3.2438 -1.9423  0.05
H -0.6347 -3.9221 0.2303  -0.12
H 0.4881 -3.8106 -1.6503  -0.12
H -1.7123 -4.0638 -1.6783  -0.14
Cl -3.5371 -0.7311 4.1486  0.63
C -2.4869 -0.0593 2.9847  -0.74
C -1.8813 1.1829 3.1901  -0.20
C -1.0558 1.7038 2.1955  -0.12
C -0.8741 0.9765 1.0098  -0.18
N -1.4506 -0.2237 0.8468  -0.19
C -2.2521 -0.7644 1.7843  -0.24
H -2.0739 1.7224 4.1108  0.07
H -0.5526 2.6628 2.2900  0.09
H -0.2862 1.3441 0.1583  0.09
H -2.7048 -1.7316 1.5617  0.07

Values from the calculation:
HOMO-LUMO gap (spin up / spin down) (eV): 4.10 / 4.58
HOMO (spin up / spin down) (Eh): -0.0566 / -0.1112
2S+1: 3
Total charge: -1
LUMO energy (spin up / spin down) (eV): 2.56 / 1.55
⟨S²⟩: 2.019
Total energy (eV): -37342.314

=====

An isolated molecule of C10H12ClO2PS, computed with ωB97M-V/def2-TZVPD.

Last column: Löwdin charge in e.
Atoms and positions in Å:
C -2.5272 -2.0397 -0.3631  -0.17
C -2.3178 -1.0016 -1.4985  -0.42
P -0.7073 -0.0787 -1.5022  1.00
C 0.7362 -1.2122 -1.8640  -0.40
C 1.8772 -1.1584 -0.8009  -0.16
C -0.3743 0.7428 0.1238  -0.30
C -0.5045 0.2097 1.3267  0.00
C -0.1270 1.0927 2.5117  -0.38
O -0.7377 1.1394 3.5212  0.14
C 1.1053 1.9630 2.2563  -0.59
Cl 2.3173 2.2440 3.4806  0.70
C 1.2456 2.5087 1.0560  -0.56
S 2.5928 3.5417 0.5340  0.81
C 0.1391 2.1894 0.0462  -0.43
O -0.3119 2.9784 -0.7016  0.13
H -3.4074 -2.6502 -0.6395  0.07
H -1.6919 -2.7439 -0.2584  0.07
H -2.8021 -1.5623 0.5875  0.06
H -2.3299 -1.5703 -2.4453  0.07
H -3.1512 -0.2915 -1.5828  0.07
H 1.1861 -0.8472 -2.7976  0.06
H 0.4370 -2.2585 -2.0314  0.07
H 1.5044 -1.2886 0.2216  0.05
H 2.5551 -2.0051 -0.9999  0.07
H 2.4828 -0.2458 -0.8811  0.07
H -0.8640 -0.8101 1.4489  0.11
H 3.6754 3.1542 1.2519  -0.13

Values from the calculation:
HOMO-LUMO gap (eV): 7.10
SMILES: CCP(CC)C1=CC(=O)C(Cl)=C(S)C1=O
HOMO (Eh): -0.2957
LUMO energy (eV): -0.94
Total energy (eV): -47303.614

=====

A 2-piece molecular cluster, C10H12ClP overall, computed with ωB97M-V/def2-TZVPD.

Last column: Löwdin charge in e.
Atoms and positions in Å:
C -2.6058 0.9863 -0.8823  -0.06
C -2.0631 -0.1343 -1.5320  -0.04
C -2.0389 1.4154 0.3127  -0.10
C -1.0393 -0.8640 -0.9096  -0.32
C -1.1290 0.7182 1.0027  -0.31
C -0.5195 -0.4227 0.3723  -0.57
C 2.5262 -0.4261 -0.6293  -0.67
C -0.6426 -2.1628 -1.4138  -0.11
C -0.3143 1.3602 2.1271  -0.09
C 3.6787 -0.1747 0.2988  -0.27
P 0.6873 -1.3809 1.1976  0.98
Cl 1.8514 0.9355 -1.2585  0.68
H -3.3910 1.6472 -1.3240  0.12
H -2.5594 -0.5756 -2.3332  0.09
H -2.4001 2.4368 0.6147  0.13
H -1.2809 -2.5161 -2.2271  0.09
H 0.3689 -2.2426 -1.6541  0.04
H -0.6003 -2.9802 -0.6438  0.08
H 0.3309 2.2838 1.9807  0.10
H -0.9926 1.9397 2.8049  0.08
H 0.2446 0.5879 2.6066  -0.01
H 4.2646 -1.0555 0.4198  0.05
H 4.3442 0.4505 -0.2294  0.04
H 3.2800 0.1739 1.2992  0.08

Values from the calculation:
Energy above the lowest of the compared OMol25 structures with the same formula, charge and spin (eV): 5.148
HOMO-LUMO gap (spin up / spin down) (eV): 6.19 / 6.47
HOMO (spin up / spin down) (Eh): -0.2640 / -0.2851
LUMO energy (spin up / spin down) (eV): -0.99 / -1.29
Total energy (eV): -32369.652

=====

C10H12CoN2O5S as an isolated structure, computed with ωB97M-V/def2-TZVPD.

Last column: Löwdin charge in e.
Atoms and positions in Å:
O 3.3859 -1.3938 -3.8919  0.02
C 3.4186 -0.8599 -2.8368  0.04
Co 3.8298 1.4337 1.5870  0.25
O 6.4418 2.2402 0.7398  0.22
C 5.3678 1.8602 0.9057  -0.08
C 2.3042 0.7239 2.4791  -0.05
O 1.5065 0.5407 3.3731  0.15
C 3.9819 -0.7133 1.1488  -0.04
O 4.0785 -1.8780 1.0654  0.14
C 2.4529 2.2079 0.2397  0.03
O 1.6555 2.6124 -0.5064  0.17
C -2.4959 -0.3004 -2.9641  -0.06
C -1.8516 -0.8033 -1.6814  -0.21
N -0.8531 0.1593 -1.1034  0.02
C -0.2657 -0.3076 0.0178  -0.70
S 1.3509 -0.9877 0.0210  0.94
N -0.9481 -0.3032 1.1811  0.06
C -2.2702 0.3690 1.4250  -0.18
C -3.2903 -0.5707 2.0527  -0.06
H -3.0743 0.6249 -2.7812  0.10
H -3.1455 -1.0631 -3.3544  0.09
H -1.7233 -0.0656 -3.7265  0.09
H -2.6221 -0.9930 -0.9008  0.12
H -1.3318 -1.7552 -1.9012  0.13
H -0.1198 0.2942 -1.8418  0.15
H -0.4373 -0.6408 2.0164  0.14
H -2.0804 1.2211 2.0954  0.13
H -2.6042 0.7761 0.4590  0.12
H -2.9864 -0.8610 3.0722  0.09
H -4.2573 -0.0649 2.1447  0.10
H -3.4169 -1.5020 1.4661  0.09

Values from the calculation:
HOMO-LUMO gap (spin up / spin down) (eV): 8.87 / 6.34
HOMO (spin up / spin down) (Eh): -0.6359 / -0.6339
2S+1: 4
Total charge: +2
LUMO energy (spin up / spin down) (eV): -8.43 / -10.91
⟨S²⟩: 3.779
Total energy (eV): -72224.401

=====

C10H12CrN2O5 as an isolated structure, computed with ωB97M-V/def2-TZVPD.

Last column: Löwdin charge in e.
Atoms and positions in Å:
Cr -0.0645 -0.3903 0.2793  0.55
O -0.4485 2.5815 0.6157  0.27
C -0.3295 1.4226 0.5480  -0.01
C 1.7477 -0.8093 0.3675  -0.02
O 2.9010 -0.9965 0.3718  0.25
C -1.6360 -1.4152 0.2375  -0.01
O -2.6261 -2.0271 0.2042  0.26
C 0.0056 -0.0919 -1.5227  -0.06
O 0.0803 0.2101 -2.6481  0.29
C -2.4396 -0.1128 3.5351  0.01
N -1.1223 0.1954 4.0736  -0.06
C -1.0299 1.1591 5.1512  -0.13
C 0.2129 0.9184 5.9674  -0.13
C 1.4405 0.6148 5.1401  -0.12
N 1.1357 -0.3643 4.1121  -0.06
C 2.2309 -1.1634 3.5925  0.00
C -0.0400 -0.3226 3.4472  -0.37
O -0.1527 -0.7617 2.2487  -0.14
H -2.4588 -0.0400 2.4411  0.07
H -3.1693 0.5796 3.9623  0.11
H -2.7441 -1.1370 3.8087  0.12
H -1.0497 2.1942 4.7568  0.15
H -1.9342 1.0310 5.7510  0.14
H 0.0447 0.0873 6.6584  0.14
H 0.4150 1.8014 6.5714  0.14
H 2.2313 0.1593 5.7419  0.14
H 1.8712 1.5407 4.7032  0.15
H 3.1107 -0.5440 3.3901  0.11
H 2.5043 -1.9114 4.3434  0.12
H 1.9207 -1.6883 2.6929  0.07

Values from the calculation:
Energy above the lowest of the compared OMol25 structures with the same formula, charge and spin (eV): 0.000
HOMO-LUMO gap (spin up / spin down) (eV): 7.18 / 4.91
HOMO (spin up / spin down) (Eh): -0.5862 / -0.5844
2S+1: 5
Total charge: +2
LUMO energy (spin up / spin down) (eV): -8.77 / -10.99
⟨S²⟩: 6.033
Total energy (eV): -52184.761

=====

A 2-piece molecular cluster, C10H12F2N2O7S2 overall, computed with ωB97M-V/def2-TZVPD.

Last column: Löwdin charge in e.
Atoms and positions in Å:
O -0.5611 4.0118 1.6380  0.04
C -1.3807 3.7539 0.6087  -0.21
F -1.0839 4.5188 -0.6599  -0.02
N -2.5780 2.8296 0.6257  -0.05
C -2.7193 2.0213 -0.6450  -0.20
O -3.9101 1.4615 -0.9969  0.05
F -1.6146 1.8020 -1.6502  -0.04
S -2.6671 1.8530 2.0706  0.72
O -3.1244 2.8237 3.2264  -0.36
O -3.8275 0.7883 1.9687  -0.36
N -1.1530 1.1533 2.5882  -0.32
S -1.1132 -0.5800 2.3791  0.67
O -1.8898 -1.3871 3.4506  -0.39
O 0.3996 -1.0004 2.5433  -0.45
C -1.5625 -1.0474 0.6009  -0.27
C -0.9386 -2.4992 0.1313  -0.17
C 0.5214 -2.1934 -0.5866  -0.13
C 1.8531 -2.8889 0.0707  0.00
C 3.3608 -2.5988 -0.5893  -0.05
C 3.4858 -1.5862 -1.9146  -0.11
C 2.1598 -0.8879 -2.6116  -0.11
C 0.7057 -1.2146 -1.9275  -0.04
H -1.1178 -0.1935 -0.0767  0.07
H -2.7320 -1.0279 0.4392  0.12
H -1.6943 -2.9251 -0.6852  0.13
H -0.8792 -3.2295 1.0447  0.13
H 1.7442 -3.5989 1.0105  0.11
H 4.3245 -3.0988 -0.1496  0.08
H 4.5323 -1.3490 -2.3824  0.07
H 2.1755 -0.1610 -3.5315  0.08
H -0.3058 -0.7496 -2.3574  0.10
O 2.9162 1.6538 -1.0749  0.31
H 3.4035 2.4741 -1.3430  0.21
H 1.9503 1.8326 -0.9445  0.20
H 3.3199 1.2396 -0.2701  0.21

Values from the calculation:
HOMO-LUMO gap (eV): 6.12
HOMO (Eh): -0.3264
LUMO energy (eV): -2.76
Total energy (eV): -54962.574

=====

- Which of these has the lowest total energy?
  C10H12CoN2O5S

=====

- Which of these has the lowest total energy?
  C10H12CoN2O5S

=====

- Number 2 is which compound?
  C10H12ClN